Computed, not measured: C32H19IrN8Se as an isolated structure at a distorted geometry, with wB97M-V/def2-TZVPD.

The value obtained for the HOMO energy is -13.494 eV. The calculation puts the energy above the lowest of the compared OMol25 structures with the same formula, charge and spin at 0.703 eV. As for the multiplicity: 1. The calculated total energy comes out at -4174.0041 Eh. Its molar mass is 786.7 g/mol. The charge is +2.

Structure (XYZ):
```
61
C32H19IrN8Se, DFT wB97M-V/def2-TZVPD
Ir 0.1756 -1.2008 0.3880
Se 1.2479 4.2538 5.4338
N 1.2167 2.4780 5.5770
C 1.0184 1.9976 4.3770
C 0.9370 0.5646 4.0860
C 1.0306 -0.4563 5.0334
C 0.9279 -1.7719 4.6171
C 0.7439 -2.0647 3.2669
N 0.6625 -1.0913 2.3598
C 0.7436 0.1995 2.7621
C 0.5712 1.1774 1.7079
N 0.3201 0.6682 0.4722
C 0.1142 1.4931 -0.5594
C 0.1613 2.8735 -0.3827
C 0.4235 3.4054 0.8649
C 0.6333 2.5410 1.9409
C 0.8837 2.9671 3.3200
N 0.9769 4.2228 3.6729
H 1.1750 -0.2014 6.0747
H 0.9889 -2.5860 5.3243
H 0.6693 -3.0829 2.9083
H -0.0877 1.0395 -1.5203
H -0.0254 3.5118 -1.2341
H 0.4711 4.4737 1.0263
C 4.5576 -1.2884 0.0010
C 3.2688 -1.3687 0.4756
N 2.2035 -1.3957 -0.3476
C 2.4131 -1.3362 -1.6620
C 3.6762 -1.2402 -2.2290
C 4.7649 -1.2250 -1.3708
C 3.8303 -1.2133 -3.6974
C 3.1779 -0.4205 -4.5404
C 2.2730 0.6844 -4.1670
C 1.3843 1.2247 -5.0842
C 0.5976 2.2812 -4.6599
N 0.6906 2.7878 -3.4305
C 1.5838 2.2006 -2.6452
N 2.3643 1.1674 -2.9195
H 5.3862 -1.2763 0.6927
H 3.0640 -1.4453 1.5348
H 1.5340 -1.3697 -2.2948
H 5.7665 -1.1418 -1.7703
H 4.5361 -1.9303 -4.1002
H 3.3505 -0.5463 -5.6023
H 1.3024 0.8329 -6.0875
H -0.1241 2.7431 -5.3222
H 1.6984 2.6233 -1.6521
N -9.5439 -2.3097 -0.6020
C -8.4210 -2.1532 -0.4336
C -7.0141 -1.9597 -0.2242
C -6.1529 -3.0600 -0.2905
C -4.8034 -2.8735 -0.1071
C -4.3005 -1.5785 0.1446
C -5.1831 -0.4787 0.2135
C -6.5323 -0.6720 0.0335
C -2.9308 -1.3823 0.3340
C -1.7062 -1.2039 0.4377
H -6.5554 -4.0443 -0.4820
H -4.1216 -3.7095 -0.1558
H -4.7907 0.5086 0.4076
H -7.2232 0.1576 0.0865
```


Computed, not measured: C2H3EuO2 as an isolated structure at a distorted geometry, with wB97M-V/def2-TZVPD.

The value obtained for the HOMO energy (spin up / spin down) is -17.520 / -18.140 eV. The calculation puts the energy above the lowest of the compared OMol25 structures with the same formula, charge and spin at 0.808 eV. The expectation value of S² is 20.012. As for the multiplicity: 9. The calculated total energy comes out at -938.0226 Eh. Its molar mass is 211.0 g/mol. The charge is +2.

Structure (XYZ):
```
8
C2H3EuO2, DFT wB97M-V/def2-TZVPD
C -0.0989 -0.6704 0.6928
C 0.2248 0.2367 -0.4104
O -0.6810 1.1007 -0.8104
O 0.4815 -1.7519 0.9262
H 0.6699 -0.3921 -1.2117
H -0.0750 -2.4574 1.3112
Eu -1.4160 3.3233 -1.1005
H 0.8947 0.6111 0.6028
```